Here is a 10-piece molecular cluster, C39H94N7O19P3 overall from OMol25. Energies are from ωB97M-V/def2-TZVPD.

Structure (XYZ):
```
162
Properties=species:S:1:pos:R:3:forces:R:3:mulliken_charge:R:1
C 11.408 11.831 12.847 0.164 -0.231 1.153 -1.3787
C 12.646 12.676 13.201 -0.066 -0.587 0.592 0.3253
O 13.152 12.230 14.511 -1.465 -0.443 -0.815 0.1024
P 14.619 12.155 14.986 1.391 -0.202 0.140 0.2460
O 15.600 11.439 14.160 -0.260 -0.055 -0.012 -0.9215
O 14.943 13.677 15.221 0.215 0.492 0.023 0.0539
C 16.279 14.184 15.474 0.637 -0.162 1.109 0.5117
C 16.864 14.801 14.200 -0.276 -0.454 0.577 -1.2394
O 14.473 11.602 16.466 -0.007 0.213 0.527 0.2766
C 14.424 10.236 16.874 -0.576 -1.040 -1.640 -0.5174
C 13.074 9.580 16.577 0.033 -0.065 0.248 -1.1727
H 10.510 12.078 13.441 0.595 0.207 -0.052 -0.0436
H 11.094 11.866 11.823 0.179 0.370 -0.714 0.3659
H 11.623 10.783 13.070 0.135 0.040 -0.062 0.4365
H 13.438 12.657 12.451 0.044 -0.518 0.083 0.6035
H 12.431 13.701 13.382 -0.628 0.875 -0.196 -0.2957
H 16.157 14.947 16.298 0.098 -0.835 -0.809 -0.2678
H 16.907 13.324 15.866 -0.570 1.006 -0.466 0.2649
H 16.281 15.678 13.943 -0.136 0.120 -0.215 0.1526
H 17.900 15.151 14.351 -0.350 -0.402 -0.064 0.3432
H 16.781 14.033 13.423 0.338 0.326 -0.054 0.3549
H 15.249 9.663 16.419 -0.240 0.337 0.002 0.4405
H 14.519 10.154 17.925 0.483 0.665 1.146 0.3878
H 13.000 8.639 17.122 0.067 0.009 0.180 0.4272
H 12.250 10.214 16.884 -0.074 0.233 0.298 0.1743
H 12.873 9.328 15.556 0.272 0.050 -0.842 0.3327
C 17.168 12.590 19.214 1.116 0.244 -0.181 -0.7093
C 17.126 14.029 19.626 0.391 0.921 0.587 0.1396
O 16.006 14.410 20.464 -0.871 -0.663 0.001 -0.4303
P 14.607 14.724 19.748 -0.163 -1.497 1.563 0.0983
O 14.834 15.365 18.462 -0.343 0.383 -1.002 0.7005
O 13.793 13.334 19.802 0.035 0.722 -0.506 -0.4422
C 12.558 13.199 19.011 1.057 0.760 -2.214 2.3197
C 11.562 12.377 19.713 0.617 -1.344 0.583 -1.6966
O 13.804 15.537 20.846 0.507 1.709 -0.569 -0.4278
C 14.264 16.977 20.971 -0.508 -0.487 -0.704 -0.4040
C 13.086 17.958 20.783 1.304 -2.401 0.173 -0.3686
H 18.102 12.391 18.627 -0.792 0.233 0.442 0.3798
H 17.192 11.990 20.095 -0.016 -0.740 0.605 0.3864
H 16.318 12.337 18.623 -0.661 -0.274 -0.536 -0.2117
H 17.989 14.308 20.263 -0.272 -0.169 -0.626 0.2833
H 17.037 14.663 18.759 0.475 0.327 -0.382 -0.0492
H 12.150 14.197 18.732 0.328 -0.435 0.475 -0.7690
H 12.856 12.728 18.033 -0.145 0.426 0.880 -0.6914
H 10.632 12.295 19.192 -0.553 0.138 -0.601 0.2513
H 11.955 11.355 19.870 -0.176 0.419 0.051 0.3377
H 11.359 12.818 20.657 -0.289 0.274 1.063 0.4909
H 14.780 16.966 21.909 0.131 0.415 0.574 0.4833
H 14.945 17.221 20.156 0.376 -0.455 0.136 -0.0949
H 13.424 18.953 21.062 -0.357 0.111 -0.505 0.4254
H 12.812 17.741 19.742 -0.245 1.039 0.203 -0.3079
H 12.335 17.554 21.428 -0.925 0.325 0.490 0.3461
C 9.663 19.697 16.176 -0.863 0.600 -1.193 -0.2914
C 11.138 19.630 16.364 0.696 -0.867 0.498 2.0723
O 11.697 20.933 16.626 0.009 -0.076 -1.713 -0.3983
P 12.077 21.218 18.085 0.102 -1.397 2.902 0.5993
O 13.079 20.364 18.773 -0.154 0.450 -0.759 -0.3134
O 10.693 21.129 18.873 0.084 1.135 -0.677 -0.3415
C 10.338 20.260 19.925 -0.145 -1.647 -0.707 0.8213
C 8.821 20.347 20.046 0.084 -0.042 1.351 -1.4345
O 12.385 22.722 18.003 0.552 1.706 0.130 -0.3281
C 13.398 23.374 18.829 1.151 -0.832 -1.118 -0.0105
C 12.845 23.953 20.088 -1.304 0.682 0.490 -1.1023
H 9.258 18.702 16.027 -0.095 -0.104 0.120 -0.4678
H 9.135 20.218 16.958 0.115 -0.199 0.781 0.2606
H 9.358 20.297 15.297 0.610 -0.372 -0.002 0.3177
H 11.437 18.999 17.220 -0.389 -0.079 -0.199 -0.3067
H 11.683 19.176 15.516 -0.370 0.466 0.306 -1.3830
H 10.657 19.229 19.584 -0.294 0.835 0.860 -0.4324
H 10.843 20.528 20.870 -0.120 -0.085 -0.436 0.4137
H 8.513 19.810 20.955 0.145 0.193 0.041 0.4219
H 8.551 21.408 20.191 -0.119 -0.502 -0.305 0.3557
H 8.242 19.848 19.273 0.281 0.346 -0.512 0.2161
H 14.156 22.587 19.058 -0.441 0.628 -0.092 0.1567
H 13.887 24.102 18.145 -0.516 -0.283 0.567 0.3264
H 12.692 23.156 20.836 0.163 0.525 -0.139 0.2411
H 13.458 24.781 20.465 0.324 -0.551 0.116 0.4002
H 11.866 24.464 19.936 0.479 -0.593 -0.195 0.2608
C 11.791 16.233 8.497 -1.585 -0.875 0.858 -0.9443
N 11.745 15.496 9.747 1.413 -0.306 0.784 0.2591
C 12.920 14.706 10.101 0.634 0.356 -1.019 -0.5700
C 10.933 15.830 10.740 -1.499 1.707 -1.432 0.0019
O 11.002 15.445 11.878 -0.156 -0.378 1.189 -0.2750
H 12.505 17.004 8.490 1.543 0.621 0.000 0.3279
H 10.850 16.785 8.449 -0.220 -0.392 -0.534 0.3190
H 11.911 15.461 7.753 -0.035 0.350 -0.829 0.3404
H 13.793 15.333 10.350 -0.290 0.113 -0.368 0.2749
H 12.800 14.083 10.973 -0.652 -0.230 -0.094 -0.1581
H 13.131 14.131 9.190 0.363 -0.213 0.480 0.4220
H 10.141 16.553 10.323 0.489 -0.708 0.920 0.0481
C 18.126 18.524 18.224 -0.304 0.732 -1.659 -0.9576
N 17.086 18.613 17.178 -1.128 -0.385 0.011 0.2826
C 15.652 18.973 17.530 0.843 -0.423 -0.552 -0.2745
C 17.392 18.208 15.915 0.162 -0.878 0.958 0.0244
O 16.667 18.245 14.943 -0.050 0.158 -0.006 -0.4896
H 18.030 17.692 18.894 -0.592 -0.241 0.611 0.2394
H 18.109 19.511 18.692 0.482 -0.364 0.480 0.3338
H 19.075 18.338 17.695 -0.210 0.461 0.314 0.3935
H 15.466 20.054 17.413 0.034 -0.526 -0.026 0.4302
H 14.931 18.372 16.920 0.822 0.611 0.243 -0.2359
H 15.463 18.692 18.565 0.180 0.132 0.033 -0.0510
H 18.390 17.679 15.929 -0.400 0.642 -0.438 0.2113
C 8.015 13.834 15.082 -0.424 -0.897 0.157 -0.0924
N 8.219 13.134 16.346 -0.020 0.274 0.016 0.1920
C 8.591 11.730 16.389 0.910 -0.109 0.703 -0.6668
C 8.166 13.921 17.448 -0.342 0.001 -0.450 0.2648
O 8.402 13.590 18.586 0.253 -0.440 0.723 -0.6219
H 6.974 13.772 14.763 -0.177 -0.002 -0.041 0.3276
H 8.603 13.359 14.300 0.320 0.277 -0.022 0.2293
H 8.271 14.869 15.248 0.289 0.200 -0.313 -0.7094
H 8.699 11.419 17.473 0.094 0.433 -1.347 0.2817
H 7.866 11.070 15.927 -0.542 0.112 -0.064 0.3793
H 9.527 11.561 15.798 -0.407 0.181 0.744 0.0128
H 7.819 14.944 17.203 0.210 -0.125 0.003 0.3155
C 12.188 20.389 12.887 -1.755 0.783 0.382 -0.8710
N 13.157 19.643 12.153 0.293 -0.550 -1.272 0.2720
C 14.508 19.437 12.619 -0.298 0.331 1.270 -0.5603
C 12.787 19.081 10.984 -0.520 -0.420 -0.052 0.1517
O 13.415 18.343 10.228 -0.003 0.646 0.759 -0.6452
H 11.210 20.488 12.300 1.384 -0.317 0.791 0.2164
H 12.509 21.416 13.115 0.203 -0.237 -0.144 0.3287
H 11.933 19.924 13.857 0.173 0.100 -0.565 0.4385
H 14.876 20.407 13.018 0.116 -0.602 -0.350 0.3228
H 14.479 18.722 13.484 0.525 0.510 -0.948 0.0249
H 15.069 19.089 11.744 0.187 -0.065 0.594 0.2767
H 11.738 19.347 10.825 -0.317 -0.108 -0.613 0.2755
C 5.847 17.765 14.782 -0.357 1.896 -0.931 -0.9632
N 6.832 17.937 13.743 1.278 -2.052 -1.205 0.2897
C 7.341 16.669 13.148 -1.277 1.140 -0.786 -0.6899
C 7.478 19.086 13.435 0.669 -0.925 0.899 0.0235
O 8.545 19.143 12.830 -0.917 0.285 -0.059 -0.5556
H 5.359 18.730 14.807 -0.436 0.394 0.527 0.3997
H 6.300 17.605 15.733 0.210 -0.617 0.793 0.3339
H 5.064 17.079 14.487 0.151 -0.500 0.059 0.2830
H 8.049 16.110 13.720 0.513 0.089 0.538 -0.1198
H 6.455 16.060 12.957 0.033 -0.202 0.184 0.4682
H 7.743 16.894 12.165 0.346 0.080 0.059 0.3132
H 6.979 19.930 13.920 -0.005 0.540 -0.191 0.3429
C 13.266 16.342 14.083 0.315 -0.635 0.816 0.8733
N 12.209 16.081 15.017 0.730 0.695 1.159 1.5281
C 12.547 15.601 16.355 1.437 0.697 -0.175 -0.1612
C 10.990 16.579 14.841 0.962 -0.263 -1.678 -1.3208
O 10.109 16.524 15.645 -2.236 -0.073 2.066 -0.3082
H 12.928 16.803 13.201 -0.803 0.680 -1.095 0.1548
H 13.607 15.365 13.812 1.075 -0.329 -0.338 -0.4746
H 14.044 16.969 14.514 0.262 -0.205 0.178 -0.9416
H 11.676 15.130 16.668 -1.601 -0.670 1.150 0.2722
H 13.314 14.837 16.335 0.259 0.057 -0.376 -0.5593
H 12.914 16.362 17.108 -0.594 -0.399 -1.002 -0.0394
H 10.815 16.959 13.849 0.020 0.467 -0.771 0.9451
C 7.299 16.237 20.074 -0.191 0.165 0.125 -1.0964
N 8.588 16.619 19.512 -0.602 -0.237 -0.060 0.6272
C 9.772 16.200 20.182 -0.107 -1.301 -0.662 -0.7813
C 8.631 17.154 18.275 1.049 -0.176 0.446 0.0317
O 7.665 17.541 17.675 -1.716 0.489 -0.931 -0.7660
H 7.320 15.175 20.395 0.095 0.723 -0.009 0.3157
H 6.598 16.334 19.252 -0.309 -0.079 0.007 0.3332
H 6.941 16.931 20.878 0.511 -0.636 -0.425 0.2626
H 9.746 16.539 21.172 0.216 0.858 1.586 0.4606
H 9.863 15.103 20.266 -0.090 0.228 -0.422 0.2512
H 10.602 16.608 19.649 0.812 0.155 -0.148 -0.1062
H 9.611 17.226 17.777 0.292 -0.149 0.536 0.2214
```
Positions in Å, forces in eV/Å.

Values from the calculation:
LUMO energy = 0.6 eV
SMILES string = CCOP(=O)(OCC)OCC.CCOP(=O)(OCC)OCC.CCOP(=O)(OCC)OCC.CN(C)C=O.CN(C)C=O.CN(C)C=O.CN(C)C=O.CN(C)C=O.CN(C)C=O.CN(C)C=O
Frontier orbital gap = 9.5871 eV
HOMO = -8.946 eV

Here is C3BaLi2O3 as an isolated structure from OMol25. Energies are from ωB97M-V/def2-TZVPD.

Structure (XYZ):
```
9
Properties=species:S:1:pos:R:3:forces:R:3:mulliken_spin:R:1
O -3.054 -0.072 -0.073 0.196 0.121 -0.383 -0.0085
C -2.010 0.429 -0.114 -0.234 -0.446 0.799 -0.0308
O -1.024 1.042 -0.038 -0.151 0.118 -0.411 -0.1362
Ba 1.699 1.387 0.050 0.122 -0.250 0.022 0.8936
Li -2.933 -2.405 -0.019 0.432 -0.061 -0.061 -0.0001
C -0.959 -2.315 -0.133 0.401 0.667 0.360 0.0211
C 0.109 -1.704 0.035 -1.377 -0.560 -0.501 0.0149
O 1.219 -1.026 0.086 0.995 0.358 0.160 0.0418
Li 2.718 -2.072 -0.082 -0.384 0.054 0.014 0.2041
```
Positions in Å, forces in eV/Å.

Values from the calculation:
LUMO energy (spin up / spin down) = -3.4 / -3.4 eV
Energy relative to the best compared isomer or geometry (same formula, charge and spin) = 0.750 eV
Frontier orbital gap (spin up / spin down) = 4.5033 / 7.2252 eV
Total charge = +1
HOMO (spin up / spin down) = -7.879 / -10.668 eV
2S+1 = 2
⟨S²⟩ = 0.75

no.,maximum force (eV/Å)
1,3.22
2,1.57